1.
{"formula": "C10H30ClO5S", "method": "ωB97M-V/def2-TZVPD", "symbols": ["Cl", "C", "C", "O", "H", "H", "H", "H", "H", "H", "C", "C", "O", "H", "H", "H", "H", "H", "H", "C", "C", "O", "H", "H", "H", "H", "H", "H", "C", "C", "O", "H", "H", "H", "H", "H", "H", "C", "S", "O", "C", "H", "H", "H", "H", "H", "H"], "coordinates": [[-0.145, -0.192, 1.102], [3.702, 3.493, -0.318], [2.539, 2.298, -0.217], [2.170, 2.202, 1.104], [3.763, 3.581, -1.372], [4.800, 3.116, -0.108], [3.275, 4.379, 0.052], [2.830, 1.554, -0.711], [1.582, 2.692, -0.913], [1.536, 1.420, 1.226], [-2.000, 2.160, -3.188], [-0.942, 1.745, -2.098], [-0.590, 0.370, -2.116], [-2.326, 3.225, -3.193], [-2.961, 1.748, -2.654], [-1.674, 1.703, -4.080], [-1.181, 2.187, -1.158], [-0.065, 2.168, -2.253], [-0.604, -0.028, -1.118], [-3.570, 2.970, 0.113], [-3.770, 1.396, 0.210], [-3.437, 1.116, 1.550], [-4.085, 3.533, 0.755], [-3.986, 3.710, -0.643], [-2.411, 3.278, 0.312], [-3.192, 0.877, -0.505], [-4.902, 1.224, -0.114], [-2.458, 1.020, 1.622], [1.853, -3.636, -1.857], [1.545, -2.160, -1.654], [2.059, -1.855, -0.394], [2.977, -3.687, -1.753], [1.266, -3.950, -2.737], [1.678, -4.232, -1.026], [0.607, -2.222, -1.461], [2.004, -1.418, -2.344], [1.353, -1.272, 0.182], [-0.126, -2.717, 4.296], [1.154, -3.341, 3.269], [1.646, -4.537, 4.130], [0.434, -3.949, 1.828], [-0.787, -3.637, 4.472], [-0.654, -1.890, 3.768], [0.255, -2.384, 5.240], [-0.280, -4.827, 2.021], [1.280, -4.157, 1.160], [-0.152, -3.054, 1.587]], "atomic_forces_ev_per_a": [[-0.205, 0.066, -0.058], [0.072, -4.446, -0.882], [-2.705, 9.826, 1.634], [-1.076, -2.001, 0.838], [0.025, 0.577, -1.384], [-2.371, 1.013, 0.662], [0.213, 1.115, 1.069], [2.628, -6.833, -3.268], [2.196, -0.573, 1.641], [0.935, 1.245, -0.275], [-1.821, -0.693, 4.376], [-2.392, -0.577, -0.531], [-1.154, -1.636, 3.061], [1.191, -0.456, -0.359], [1.318, -0.040, -1.889], [-0.397, -0.294, -1.322], [-0.832, -0.415, 1.131], [4.097, 2.603, -1.444], [0.063, 1.516, -2.955], [3.957, 0.022, -2.780], [-2.432, 3.343, -0.136], [0.129, -0.883, -0.044], [-1.999, 0.967, 4.363], [0.926, -1.819, -1.163], [-2.726, -0.832, -0.628], [0.894, -0.620, -0.666], [2.140, -0.151, 1.397], [-0.767, -0.138, -0.308], [2.376, 1.530, -1.728], [5.267, -0.618, 0.718], [-0.679, 2.257, 3.479], [-0.711, -0.378, -1.599], [1.103, -0.529, 0.022], [-1.562, -0.766, 1.706], [-6.820, 1.013, -0.336], [-1.030, -0.869, -0.363], [2.125, -1.679, -1.930], [-2.698, -0.979, -1.156], [3.388, -1.278, 2.941], [-0.473, 1.254, -1.293], [-2.097, -0.839, 0.205], [0.542, 1.443, -0.089], [0.172, -0.563, 0.425], [0.585, 0.103, 0.252], [1.193, 1.096, -0.300], [-0.626, 0.120, 0.021], [0.040, -0.207, -1.056]], "homo_energy_ev": -5.86, "e_tot_ev": -44447.7422, "charge": -1, "max_force_ha_per_bohr": 0.20073, "lumo_ev": 3.1, "e_above_lowest_kcal_mol": 21.5}



2.
{"formula": "C10H30FeNO13", "method": "ωB97M-V/def2-TZVPD", "symbols": ["Fe", "N", "O", "O", "O", "C", "C", "O", "O", "H", "H", "H", "H", "H", "H", "C", "C", "O", "O", "H", "H", "H", "H", "H", "H", "C", "C", "O", "O", "H", "H", "H", "H", "H", "H", "C", "C", "O", "O", "H", "H", "H", "H", "H", "H", "C", "C", "O", "O", "H", "H", "H", "H", "H", "H"], "coordinates": [[1.321, 2.452, 1.350], [-0.050, -0.435, 0.377], [-0.821, -1.020, 1.155], [0.305, 0.753, 0.665], [0.420, -0.972, -0.618], [-4.672, -0.821, 3.083], [-3.821, 0.365, 2.688], [-3.269, 0.283, 1.378], [-5.936, -0.416, 3.651], [-4.203, -1.386, 3.901], [-4.797, -1.535, 2.265], [-2.951, 0.411, 3.359], [-4.421, 1.272, 2.817], [-2.350, 0.001, 1.492], [-6.408, -1.235, 3.826], [3.830, -2.075, -3.906], [3.639, -1.590, -2.477], [4.023, -0.214, -2.349], [3.085, -1.380, -4.879], [3.463, -3.116, -3.909], [4.882, -2.183, -4.203], [4.252, -2.223, -1.828], [2.593, -1.730, -2.205], [4.981, -0.230, -2.462], [2.667, -1.968, -5.505], [-1.603, -3.931, -3.763], [-0.510, -3.030, -3.244], [-1.045, -1.748, -2.898], [-1.196, -5.291, -3.647], [-1.782, -3.570, -4.784], [-2.524, -3.781, -3.207], [0.344, -2.903, -3.930], [-0.088, -3.404, -2.295], [-0.386, -1.299, -2.356], [-0.584, -5.470, -4.369], [1.835, 0.317, 3.448], [1.176, 1.441, 4.255], [0.500, 2.324, 3.378], [2.439, 1.000, 2.287], [1.106, -0.396, 3.048], [2.577, -0.352, 3.882], [1.995, 1.934, 4.782], [0.499, 0.938, 4.944], [-0.175, 2.834, 3.838], [3.148, 0.442, 1.945], [-0.352, 4.950, 0.467], [-0.454, 3.773, -0.478], [0.840, 3.156, -0.566], [0.259, 4.473, 1.712], [-1.359, 5.352, 0.591], [0.317, 5.718, 0.076], [-0.898, 4.063, -1.430], [-1.135, 2.995, -0.111], [1.152, 3.179, -1.479], [0.146, 5.278, 2.239]], "atomic_forces_ev_per_a": [[-1.306, -1.144, -0.228], [-0.101, -1.586, 0.228], [0.584, 0.544, -0.457], [0.139, 1.541, 0.199], [-0.039, 0.476, 0.455], [-0.462, -0.995, 1.133], [0.606, 0.090, 0.122], [-0.281, 0.295, 0.166], [0.351, 0.205, -0.709], [0.448, 0.027, -0.299], [-0.062, 0.368, -0.267], [-0.354, 0.230, 0.294], [0.079, -0.037, -0.203], [-0.227, -0.209, -0.324], [-0.182, 0.111, 0.077], [-0.472, -1.917, -0.290], [0.240, 0.292, -0.955], [-0.047, -0.424, 0.429], [0.055, 1.144, 0.369], [0.181, 0.009, 0.242], [0.059, 0.542, 0.156], [-0.054, -0.042, 0.042], [-0.003, 0.452, 0.134], [-0.083, 0.315, -0.056], [0.068, -0.312, 0.019], [0.577, 0.504, -0.235], [0.668, 0.934, 1.840], [-0.182, 0.051, -0.745], [-0.253, 0.273, -0.477], [-0.287, -0.641, -0.155], [0.060, -0.115, 0.233], [-0.318, -0.227, -0.222], [-0.128, -0.562, -0.392], [-0.207, -0.114, -0.031], [-0.039, -0.131, 0.060], [-0.950, -0.030, -1.704], [1.250, -1.669, 0.704], [0.403, -0.185, -0.491], [0.683, -0.187, 0.812], [-0.324, 0.409, -0.078], [0.207, 0.767, 0.777], [-0.344, 0.401, 0.199], [-0.115, 0.376, 0.161], [-0.034, -0.008, -0.101], [-0.078, 0.241, -0.294], [0.262, -0.622, -0.784], [-0.792, -0.144, 0.540], [0.209, 0.539, -0.417], [-0.917, 0.763, -0.794], [0.089, 0.027, 0.470], [-0.154, 0.009, -0.174], [0.564, 0.129, -0.191], [0.059, 0.157, 0.296], [0.320, -0.336, 0.216], [0.637, -0.587, 0.699]], "homo_energy_ev": [-11.27, -11.27], "e_tot_ev": -73338.1301, "charge": 1, "max_force_ha_per_bohr": 0.04280, "s_squared": 6.01, "lumo_ev": [-3.7, -4.3], "multiplicity": 5, "e_above_lowest_kcal_mol": 0.0}



3.
{"formula": "C10H30GeN3O8P3Se3TeW", "method": "ωB97M-V/def2-TZVPD", "symbols": ["W", "Se", "Se", "Te", "Se", "O", "P", "O", "O", "O", "P", "O", "O", "O", "H", "H", "C", "N", "C", "P", "O", "N", "C", "C", "N", "C", "C", "H", "H", "H", "H", "H", "H", "H", "H", "H", "H", "H", "H", "H", "H", "H", "H", "H", "H", "C", "Ge", "C", "C", "C", "H", "H", "H", "H", "H", "H", "H", "H", "H", "H"], "coordinates": [[-0.584, -1.078, 0.536], [-1.898, 0.440, 1.906], [1.037, -0.906, 2.115], [2.817, -0.936, 3.842], [1.688, -1.005, -0.934], [-0.472, -1.679, -3.216], [-1.119, -1.636, -1.799], [-0.567, -2.621, -0.781], [-1.131, -0.296, -1.089], [-2.640, -2.026, -2.013], [-3.459, -1.493, -0.600], [-4.642, -2.563, -0.579], [-3.925, -0.135, -0.832], [-2.469, -1.909, 0.482], [0.504, -1.553, -3.048], [-4.382, -3.371, -0.114], [-0.060, 3.756, 1.858], [-0.051, 3.802, 0.400], [0.186, 5.141, -0.107], [0.720, 2.510, -0.348], [0.306, 1.248, 0.306], [0.272, 2.782, -1.945], [-1.166, 2.857, -2.194], [0.982, 2.054, -2.989], [2.359, 2.713, -0.308], [3.179, 1.884, 0.569], [3.079, 3.657, -1.131], [-0.866, 4.397, 2.226], [0.895, 4.100, 2.283], [-0.258, 2.738, 2.195], [-0.657, 5.781, 0.172], [0.268, 5.122, -1.192], [1.100, 5.588, 0.311], [-1.668, 3.302, -1.338], [-1.603, 1.869, -2.363], [-1.347, 3.469, -3.086], [1.958, 1.730, -2.638], [1.091, 2.700, -3.873], [0.436, 1.158, -3.290], [2.605, 1.569, 1.434], [4.032, 2.471, 0.922], [3.535, 0.983, 0.064], [2.396, 4.143, -1.828], [3.863, 3.148, -1.704], [3.561, 4.428, -0.514], [-0.639, -5.420, 2.934], [-0.612, -3.982, 1.499], [-1.925, -4.966, 0.329], [1.306, -4.169, 1.024], [-0.884, -2.359, 2.469], [-0.306, -6.377, 2.514], [-1.651, -5.557, 3.330], [0.019, -5.159, 3.766], [-1.488, -5.940, 0.100], [-2.174, -4.461, -0.601], [-2.836, -5.137, 0.912], [1.544, -5.231, 0.895], [1.881, -3.795, 1.873], [1.630, -3.633, 0.134], [-1.770, -2.149, 3.055]], "atomic_forces_ev_per_a": [[0.767, 3.434, 7.069], [-0.353, 0.318, -0.405], [0.686, -2.000, 3.340], [0.391, -0.183, 0.081], [0.940, 0.115, -0.198], [-0.099, -0.123, -0.320], [-0.597, -1.627, -2.753], [-0.225, -1.406, -1.252], [-1.752, 1.440, -3.824], [-0.089, 0.444, 0.008], [-0.116, -0.244, -0.868], [-0.257, -0.231, 0.262], [-0.612, -0.021, -0.017], [-2.287, -0.494, -0.520], [-0.004, 0.101, 0.350], [0.144, 0.131, -0.103], [-0.127, -0.104, -0.010], [0.217, 0.109, 0.005], [-0.052, -0.061, 0.105], [-0.609, -0.702, -0.182], [0.583, 1.381, -0.002], [0.194, -0.238, 0.423], [-0.087, 0.064, -0.126], [-0.039, 0.174, -0.179], [0.065, 0.142, -0.157], [0.139, -0.050, -0.007], [-0.041, -0.030, 0.120], [0.041, 0.021, 0.034], [0.008, 0.064, -0.008], [-0.054, -0.019, -0.039], [0.034, 0.033, -0.011], [-0.031, 0.041, 0.007], [0.016, 0.003, -0.019], [-0.040, 0.008, -0.044], [0.048, -0.050, 0.081], [0.019, 0.040, 0.042], [0.024, -0.036, -0.019], [0.042, -0.026, 0.062], [-0.015, -0.078, 0.088], [-0.021, -0.082, 0.075], [-0.041, 0.100, 0.030], [-0.045, 0.025, -0.018], [0.074, 0.011, -0.016], [-0.018, 0.008, -0.057], [0.019, 0.009, -0.047], [-0.122, -0.071, -0.113], [1.070, -2.469, 1.702], [0.037, 0.601, 0.123], [-0.229, -0.117, -0.295], [2.127, 0.808, -2.720], [-0.032, -0.035, 0.041], [0.002, -0.019, 0.032], [0.034, 0.071, -0.029], [0.083, 0.018, 0.076], [0.026, 0.036, -0.014], [0.048, 0.005, 0.017], [-0.142, -0.012, 0.046], [-0.065, -0.011, 0.027], [-0.088, 0.126, 0.018], [0.414, 0.657, 0.107]], "homo_energy_ev": [-0.56, -0.56], "e_tot_ev": -321252.0303, "charge": -2, "max_force_ha_per_bohr": 0.15357, "lumo_ev": [4.0, 4.0], "e_above_lowest_kcal_mol": 225.1}



4.
{"formula": "C10H30LiO5S5", "method": "ωB97M-V/def2-TZVPD", "symbols": ["Li", "C", "S", "O", "C", "H", "H", "H", "H", "H", "H", "C", "S", "O", "C", "H", "H", "H", "H", "H", "H", "C", "S", "O", "C", "H", "H", "H", "H", "H", "H", "C", "S", "O", "C", "H", "H", "H", "H", "H", "H", "C", "S", "O", "C", "H", "H", "H", "H", "H", "H"], "coordinates": [[-0.134, -0.119, 0.610], [-1.154, 0.161, -2.542], [-2.215, 0.635, -3.945], [-3.529, 0.487, -3.325], [-2.022, 2.363, -3.817], [-1.542, 0.873, -1.627], [-0.193, 0.435, -2.707], [-1.281, -0.844, -2.266], [-1.029, 2.455, -4.016], [-2.538, 2.531, -2.985], [-2.522, 2.878, -4.713], [-1.854, -3.018, 3.083], [-2.181, -2.792, 1.352], [-1.220, -1.695, 0.864], [-1.494, -4.268, 0.694], [-2.512, -3.977, 3.333], [-2.256, -2.244, 3.694], [-0.813, -3.212, 3.036], [-0.456, -4.142, 1.010], [-1.689, -4.433, -0.268], [-1.923, -4.962, 1.201], [2.245, -0.574, -3.163], [1.744, -1.554, -1.799], [0.891, -0.550, -0.989], [0.542, -2.571, -2.761], [2.766, -1.104, -3.952], [2.778, 0.223, -2.924], [1.313, -0.221, -3.605], [1.055, -3.358, -3.451], [-0.144, -1.881, -3.347], [-0.076, -2.964, -2.070], [-0.191, 3.619, -1.182], [-0.759, 3.200, 0.534], [-0.905, 1.642, 0.561], [0.880, 3.588, 1.182], [-0.057, 4.788, -1.282], [-0.840, 3.280, -1.892], [0.854, 3.059, -1.233], [0.988, 3.253, 2.120], [1.188, 4.647, 1.156], [1.670, 2.966, 0.917], [2.743, 1.132, 3.505], [1.036, 0.875, 3.686], [0.785, 0.135, 2.400], [1.260, -0.401, 4.956], [2.865, 1.762, 4.374], [3.033, 1.594, 2.505], [3.169, 0.028, 3.642], [0.247, -0.686, 5.177], [1.714, 0.130, 5.699], [1.765, -1.173, 4.566]], "atomic_forces_ev_per_a": [[0.023, -0.113, 0.344], [-3.665, 3.602, 1.708], [0.227, -1.343, 0.336], [-2.264, -0.943, 0.054], [-0.832, -0.331, -5.631], [0.817, -1.939, -2.127], [2.808, 0.577, -0.459], [-0.423, -1.004, 0.175], [3.175, 1.371, 0.502], [-1.371, 1.484, 3.816], [0.371, -0.964, 1.300], [-2.101, -3.304, -0.769], [-0.755, 3.101, -1.569], [-0.854, -1.176, 0.543], [3.542, 4.457, 2.000], [1.670, 1.736, -0.282], [0.180, 0.869, 0.141], [1.111, -0.087, 1.113], [0.238, -0.579, -0.658], [-0.487, -0.006, -4.026], [-2.533, -4.954, 3.365], [-2.463, -2.562, -2.433], [-1.457, 0.481, 0.868], [1.424, -1.356, -0.565], [1.932, 1.395, -3.566], [0.158, -0.515, 0.118], [2.555, 3.423, 1.649], [0.147, 0.027, -0.095], [-0.837, 1.475, 1.435], [1.362, -0.907, 0.315], [-1.821, -1.914, 2.474], [3.834, 1.623, 2.284], [0.838, -2.248, -1.039], [0.257, 3.009, -0.149], [-0.556, 1.799, -1.138], [-0.190, -2.390, 0.345], [-1.747, -0.886, -1.631], [-2.233, 1.293, -0.283], [-0.978, -0.451, 4.408], [-0.519, -0.436, -0.273], [1.267, -1.123, -2.500], [1.560, -1.464, -0.148], [-0.430, -1.449, -1.753], [-0.957, -0.211, -0.021], [-3.686, 2.439, -1.116], [1.461, 0.370, 0.191], [-0.515, -0.541, 1.561], [-0.273, 2.765, -0.504], [-0.323, -0.243, 0.605], [1.232, 0.855, 2.518], [2.079, -2.711, -1.431]], "homo_energy_ev": -10.76, "e_tot_ev": -75463.8649, "charge": 1, "max_force_ha_per_bohr": 0.12645, "lumo_ev": -1.9, "e_above_lowest_kcal_mol": 6.5}